(1)
The following is a DFT calculation (the ωB97M-V functional and the def2-TZVPD basis) of C4H5FeO2 as an isolated structure in a non-equilibrium geometry.

E in Eh: -1569.0839
E_LUMO (alpha / beta) in eV: -4.21 / -8.52
HOMO energy (alpha / beta) in Ha: -0.48275 / -0.50619
Frontier orbital gap (alpha / beta) in hartree: 0.3281 / 0.1932

ORCA input file:
```
! wB97M-V def2-TZVPD RIJCOSX def2/J DEFGRID3
* xyz 1 7
H -3.8131 1.5845 0.6966
O -2.9981 1.1084 0.8624
Fe -2.5678 -0.5306 0.0641
O 2.6819 -2.0667 -0.0777
C 2.1649 -0.9818 0.0110
C 1.0566 -0.5127 -0.9111
C 0.0707 0.3562 -0.2645
C -0.4916 1.1149 0.5187
H 2.5066 -0.2350 0.7616
H 0.6146 -1.3853 -1.4126
H 1.5614 0.0338 -1.7279
H -0.7861 1.5142 1.4793
*
```

---

(2)
The following is a DFT calculation (the ωB97M-V functional and the def2-TZVPD basis) of one molecule with the formula C13H13N3O4S in a non-equilibrium geometry.

E in Eh: -1366.5019
E_LUMO in eV: -1.10
SMILES string: O=[N+]([O-])c1ccc(S(=O)(=O)NCCc2ccncc2)cc1
HOMO energy in Ha: -0.37192
Frontier orbital gap in hartree: 0.3315

ORCA input file:
```
! wB97M-V def2-TZVPD RIJCOSX def2/J DEFGRID3
* xyz 0 1
O -3.9348 2.6873 0.4421
N -3.3331 1.9796 1.2180
O -3.2839 2.1434 2.4151
C -2.6044 0.8547 0.6660
C -2.6414 0.6347 -0.7064
C -1.9224 -0.4237 -1.2322
C -1.1909 -1.2336 -0.3835
S -0.2440 -2.6092 -1.0640
O -0.4748 -3.7337 -0.2139
O -0.5051 -2.6962 -2.4665
N 1.3445 -2.1888 -0.8742
C 1.9714 -1.2922 -1.8121
C 1.6017 0.1907 -1.6416
C 1.6543 0.6785 -0.2212
C 0.7294 1.6135 0.2337
C 0.7810 2.0287 1.5545
N 1.6682 1.5762 2.4227
C 2.5636 0.7065 1.9914
C 2.6068 0.2313 0.6895
C -1.1719 -1.0280 0.9841
C -1.8828 0.0296 1.5212
H -3.2272 1.2913 -1.3322
H -1.9221 -0.6449 -2.2881
H 1.6107 -2.0767 0.0903
H 1.6485 -1.6299 -2.7981
H 3.0531 -1.4299 -1.7368
H 0.5974 0.3620 -2.0342
H 2.2947 0.7822 -2.2472
H -0.0171 2.0122 -0.4369
H 0.0767 2.7531 1.9416
H 3.2824 0.3723 2.7279
H 3.3764 -0.4657 0.3961
H -0.6162 -1.7051 1.6130
H -1.8885 0.2298 2.5817
*
```

---

(3)
The following is a DFT calculation (the ωB97M-V functional and the def2-TZVPD basis) of C43H50AsIMoN4S3Si2 as an isolated structure in a non-equilibrium geometry.

E in Eh: -6262.1307
E_LUMO (alpha / beta) in eV: -5.40 / -4.99
HOMO energy (alpha / beta) in Ha: -0.44544 / -0.46479
Frontier orbital gap (alpha / beta) in hartree: 0.2471 / 0.2812

ORCA input file:
```
! wB97M-V def2-TZVPD RIJCOSX def2/J DEFGRID3
* xyz 2 3
Mo -0.1543 -0.0706 0.5513
N -0.6389 -1.9802 -0.2298
S -0.6056 -2.9348 -1.3267
N 0.8547 -3.6248 -1.6818
S 1.9030 -3.0348 -2.6499
N 2.2644 -1.5203 -2.6409
S 2.6410 -0.6277 -1.3306
N 1.6275 -0.2906 -0.3355
C 3.3221 0.7901 -2.1440
C 3.6545 1.8399 -1.2951
C 4.1862 2.9960 -1.8384
C 4.3724 3.0955 -3.2125
C 4.0348 2.0394 -4.0467
C 3.5071 0.8707 -3.5160
C 4.0268 -1.4108 -0.5462
C 5.2172 -1.5947 -1.2361
C 6.2704 -2.2127 -0.5829
C 6.1238 -2.6297 0.7359
C 4.9259 -2.4341 1.4097
C 3.8617 -1.8181 0.7681
C 3.3131 -4.0637 -2.3731
C 4.2841 -4.0976 -3.3668
C 5.4183 -4.8620 -3.1563
C 5.5715 -5.5624 -1.9653
C 4.5966 -5.5021 -0.9788
C 3.4482 -4.7493 -1.1756
C 1.4805 -3.3194 -4.3431
C 1.2347 -4.6423 -4.6941
C 0.8887 -4.9267 -6.0024
C 0.7872 -3.8971 -6.9328
C 1.0252 -2.5826 -6.5594
C 1.3786 -2.2796 -5.2517
C -1.2473 -2.3494 -2.8859
C -1.1825 -0.9889 -3.1346
C -1.6662 -0.5005 -4.3397
C -2.2058 -1.3739 -5.2730
C -2.2603 -2.7389 -5.0128
C -1.7805 -3.2378 -3.8133
C -1.5407 -4.4017 -0.9898
C -0.9902 -5.6737 -1.0114
C -1.7978 -6.7532 -0.6777
C -3.1283 -6.5519 -0.3412
C -3.6662 -5.2694 -0.3269
C -2.8706 -4.1835 -0.6455
H 3.4930 1.7487 -0.2279
H 4.4543 3.8206 -1.1922
H 4.7855 4.0019 -3.6343
H 4.1849 2.1212 -5.1147
H 3.2562 0.0370 -4.1546
H 5.3259 -1.2501 -2.2575
H 7.2102 -2.3590 -1.0984
H 6.9554 -3.1016 1.2428
H 4.8225 -2.7491 2.4400
H 2.9185 -1.6423 1.2710
H 4.1515 -3.5532 -4.2940
H 6.1784 -4.9173 -3.9237
H 6.4572 -6.1638 -1.8083
H 4.7232 -6.0490 -0.0542
H 2.6734 -4.6982 -0.4229
H 1.3191 -5.4354 -3.9604
H 0.7030 -5.9500 -6.2992
H 0.5212 -4.1250 -7.9566
H 0.9379 -1.7857 -7.2857
H 1.5542 -1.2598 -4.9412
H -0.7733 -0.3167 -2.3928
H -1.6366 0.5626 -4.5388
H -2.5971 -0.9901 -6.2062
H -2.6910 -3.4143 -5.7398
H -1.8358 -4.2974 -3.5974
H 0.0467 -5.8189 -1.2773
H -1.3840 -7.7525 -0.6843
H -3.7525 -7.3983 -0.0872
H -4.7040 -5.1175 -0.0633
H -3.2716 -3.1773 -0.6237
I -2.4447 1.2111 -0.0302
C -0.3927 1.9624 0.5916
H -0.7409 2.5713 1.4236
H -0.1802 2.5859 -0.2790
C 0.7579 0.8331 5.9511
Si 1.5136 0.7557 4.2550
C 1.6947 2.4357 3.4744
C 3.1247 -0.1907 4.2263
As 0.0386 -0.4939 2.8676
Si -0.2265 -2.8130 3.3534
C -1.9641 -3.2518 2.8496
C 1.0529 -3.7598 2.3683
C 0.0555 -3.0037 5.1862
H 1.4192 1.3925 6.6183
H 0.6150 -0.1592 6.3814
H -0.2071 1.3415 5.9342
H 2.4391 3.0097 4.0330
H 0.7597 2.9973 3.4984
H 2.0315 2.3618 2.4385
H 3.8155 0.2097 4.9730
H 3.6023 -0.1044 3.2476
H 2.9747 -1.2493 4.4488
H -2.1825 -2.8682 1.8510
H -2.6921 -2.8381 3.5488
H -2.0845 -4.3385 2.8342
H 1.0527 -3.4399 1.3244
H 0.8261 -4.8297 2.4032
H 2.0518 -3.6167 2.7875
H -0.6999 -2.4696 5.7648
H 1.0422 -2.6496 5.4908
H -0.0106 -4.0609 5.4585
*
```

---

(4)
The following is a DFT calculation (the ωB97M-V functional and the def2-TZVPD basis) of a 2-piece molecular cluster, C6H15N2O3P overall in a non-equilibrium geometry.

E in Eh: -914.0358
E_LUMO (alpha / beta) in eV: 0.60 / -0.08
HOMO energy (alpha / beta) in Ha: -0.27072 / -0.29365
Frontier orbital gap (alpha / beta) in hartree: 0.2928 / 0.2908

ORCA input file:
```
! wB97M-V def2-TZVPD RIJCOSX def2/J DEFGRID3
* xyz 0 1
C 2.0242 0.3773 0.7728
C 0.6937 0.6288 -1.2061
C -0.2697 -0.0701 1.4911
C 3.4793 0.1079 1.1894
C 0.7920 0.3556 -2.6787
C -1.1810 -1.1760 2.1186
N -3.9697 -0.1105 -0.6414
N -3.0947 0.9492 -0.7113
O -0.6413 -1.6735 -0.8646
O 1.7865 0.0848 -0.6267
O 1.0772 -0.5729 1.5193
P -0.7450 -0.2613 -0.3568
H 1.7262 1.4742 1.0097
H 0.6852 1.7639 -1.0188
H -0.4391 0.8255 1.9870
H 4.1512 0.6112 0.4805
H 3.5981 -0.9148 1.1363
H 3.6414 0.6184 2.1182
H 1.8420 0.2894 -2.9323
H 0.2282 1.1167 -3.2743
H 0.4774 -0.5294 -3.1228
H -0.9148 -1.2187 3.1536
H -1.0428 -2.0901 1.5659
H -2.1284 -0.8716 1.9146
H -4.4827 -0.4464 -1.5444
H -4.4847 -0.1860 0.2788
H -2.8088 0.9181 -1.7574
*
```